# 1
{
  "formula": "C29H44B3O4P",
  "method": "wB97M-V/def2-TZVPD",
  "species": ["C", "O", "C", "C", "C", "C", "C", "C", "C", "C", "B", "O", "B", "O", "B", "P", "C", "C", "O", "H", "H", "H", "H", "H", "H", "H", "H", "H", "H", "H", "H", "H", "H", "H", "H", "H", "H", "H", "H", "H", "H", "H", "H", "H", "H", "C", "C", "C", "C", "C", "C", "H", "H", "H", "H", "H", "H", "C", "C", "C", "C", "C", "C", "H", "H", "H", "H", "H", "H", "C", "C", "C", "C", "C", "C", "H", "H", "H", "H", "H", "H"],
  "positions_angstrom": [[2.398, -0.416, 0.933], [1.120, -0.891, 0.576], [0.692, -0.442, -0.690], [-0.824, -0.597, -0.834], [-1.394, -1.819, -0.095], [-2.574, -1.527, 0.833], [-3.766, -0.846, 0.164], [-4.747, -0.159, 1.122], [-4.113, 0.908, 2.010], [-3.847, 2.215, 1.236], [-2.490, 2.915, 1.520], [-1.411, 2.222, 2.064], [-0.226, 2.408, 1.376], [-0.043, 3.503, 0.570], [-1.195, 4.169, 0.171], [-1.381, 4.886, -1.582], [-3.211, 4.828, -1.809], [-0.773, 3.453, -2.597], [-2.241, 4.217, 1.087], [2.491, 0.658, 0.761], [3.182, -0.962, 0.399], [2.527, -0.606, 1.997], [1.213, -0.970, -1.498], [0.958, 0.616, -0.800], [-1.314, 0.329, -0.525], [-1.027, -0.706, -1.899], [-1.723, -2.561, -0.826], [-0.612, -2.294, 0.489], [-2.930, -2.488, 1.212], [-2.203, -0.977, 1.697], [-4.323, -1.626, -0.361], [-3.458, -0.142, -0.611], [-5.513, 0.335, 0.518], [-5.273, -0.908, 1.715], [-4.777, 1.131, 2.845], [-3.179, 0.553, 2.435], [-3.786, 1.969, 0.165], [-4.687, 2.905, 1.309], [0.610, 1.578, 1.490], [-3.515, 3.883, -2.255], [-3.716, 4.931, -0.851], [-3.531, 5.643, -2.451], [0.101, 3.742, -3.169], [-1.555, 3.151, -3.291], [-0.525, 2.584, -1.990], [-0.219, 0.141, 4.159], [0.803, 0.823, 4.805], [1.724, 0.131, 5.580], [1.626, -1.247, 5.708], [0.606, -1.933, 5.062], [-0.316, -1.239, 4.290], [-0.931, 0.682, 3.553], [0.883, 1.898, 4.702], [2.518, 0.666, 6.086], [2.344, -1.788, 6.310], [0.531, -3.008, 5.159], [-1.110, -1.774, 3.784], [1.683, -6.422, -0.465], [1.368, -5.239, 0.188], [1.820, -4.025, -0.311], [2.585, -3.999, -1.470], [2.899, -5.181, -2.126], [2.450, -6.393, -1.622], [1.331, -7.368, -0.074], [0.768, -5.262, 1.089], [1.578, -3.102, 0.200], [2.936, -3.053, -1.864], [3.494, -5.158, -3.030], [2.697, -7.316, -2.131], [2.925, 2.503, -3.234], [3.070, 2.952, -4.539], [3.689, 2.146, -5.484], [4.159, 0.891, -5.125], [4.015, 0.443, -3.819], [3.401, 1.250, -2.872], [2.443, 3.129, -2.494], [2.699, 3.929, -4.821], [3.806, 2.496, -6.502], [4.640, 0.262, -5.863], [4.385, -0.535, -3.539], [3.292, 0.903, -1.852]],
  "mulliken_charge": [-0.940, -0.018, -0.304, 0.223, -0.464, 0.147, -0.634, -1.306, 0.104, -0.586, -0.248, 0.236, 0.797, -0.260, 0.490, -0.283, -0.983, -0.492, -0.358, 0.331, 0.237, 0.176, 0.231, 0.158, -0.541, 0.367, 0.385, 0.084, 0.586, -0.606, 0.476, 0.310, 0.354, 0.465, 0.463, -0.340, 0.225, 0.450, -0.368, 0.309, 0.235, 0.366, 0.121, 0.420, -0.059, 0.219, -0.487, -0.523, -0.412, -0.626, -0.272, 0.181, 0.394, 0.376, 0.389, 0.391, 0.413, -0.389, -0.639, 0.129, -0.458, -0.530, -0.375, 0.361, 0.393, 0.335, 0.446, 0.369, 0.360, -0.440, -0.518, -0.412, -0.392, -0.506, -0.145, 0.552, 0.392, 0.364, 0.371, 0.377, 0.355],
  "e_homo_ev": -8.64,
  "homo_lumo_gap_ev": 9.18,
  "total_charge": 0
}



# 2
{
  "formula": "C27H16Br6F3NO6Rh",
  "method": "wB97M-V/def2-TZVPD",
  "species": ["Rh", "Br", "C", "C", "C", "Br", "C", "C", "C", "C", "N", "C", "C", "O", "H", "H", "H", "H", "Br", "C", "C", "Br", "C", "Br", "C", "O", "C", "O", "C", "Br", "C", "C", "C", "C", "C", "C", "C", "O", "C", "C", "C", "H", "H", "H", "H", "H", "H", "H", "H", "H", "H", "H", "H", "F", "C", "F", "F", "C", "O", "O"],
  "positions_angstrom": [[-0.515, -0.100, 0.630], [3.090, -3.703, -0.866], [1.790, -3.807, 0.508], [1.818, -4.913, 1.361], [0.926, -5.035, 2.387], [1.008, -6.571, 3.510], [-0.042, -4.029, 2.613], [-1.003, -4.050, 3.648], [-1.898, -3.029, 3.772], [-1.839, -1.960, 2.862], [-0.954, -1.912, 1.900], [-0.056, -2.916, 1.745], [0.871, -2.761, 0.634], [0.809, -1.750, -0.134], [2.564, -5.680, 1.202], [-1.015, -4.883, 4.338], [-2.643, -3.028, 4.555], [-2.531, -1.129, 2.922], [-6.817, 3.181, 2.005], [-4.992, 2.716, 1.971], [-4.043, 3.550, 2.649], [-4.651, 5.072, 3.578], [-2.710, 3.248, 2.629], [-1.394, 4.281, 3.478], [-2.225, 2.091, 1.929], [-1.015, 1.774, 1.871], [-3.201, 1.227, 1.254], [-2.774, 0.202, 0.670], [-4.584, 1.599, 1.297], [-5.757, 0.447, 0.388], [3.217, 3.293, -3.731], [2.182, 2.241, -3.449], [2.423, 0.903, -3.737], [1.485, -0.077, -3.452], [1.816, -1.516, -3.753], [0.288, 0.298, -2.824], [-0.675, -0.764, -2.493], [-1.361, -0.795, -1.491], [0.019, 1.637, -2.531], [-1.256, 2.096, -1.878], [0.970, 2.588, -2.870], [4.045, 2.888, -4.312], [3.621, 3.686, -2.797], [2.789, 4.131, -4.282], [3.367, 0.615, -4.184], [2.806, -1.581, -4.201], [1.107, -1.967, -4.451], [1.818, -2.116, -2.844], [-0.771, -1.585, -3.222], [-2.097, 1.428, -2.064], [-1.508, 3.095, -2.237], [-1.121, 2.169, -0.793], [0.766, 3.628, -2.645], [3.724, 1.320, 2.679], [3.408, 1.261, 1.380], [4.251, 0.382, 0.809], [3.687, 2.463, 0.858], [1.942, 0.830, 1.137], [1.418, 1.229, 0.080], [1.424, 0.088, 1.992]],
  "lowdin_spin": [2.550, 0.000, 0.001, 0.001, -0.001, 0.001, 0.002, -0.005, 0.003, 0.001, 0.071, 0.007, 0.008, 0.082, 0.000, 0.000, 0.001, 0.001, 0.020, 0.091, 0.079, 0.017, 0.053, 0.008, 0.109, 0.279, 0.114, 0.275, 0.045, 0.005, 0.000, 0.000, 0.000, 0.000, 0.001, 0.001, 0.007, 0.039, 0.001, 0.001, 0.000, 0.000, 0.000, 0.000, 0.000, 0.000, 0.000, 0.000, 0.002, 0.000, 0.000, 0.001, 0.000, 0.001, 0.003, 0.001, 0.001, 0.008, 0.048, 0.069],
  "e_homo_ev": [-4.95, -4.90],
  "multiplicity": 5,
  "homo_lumo_gap_ev": [6.94, 5.52],
  "relative_energy_kcal_mol": 0.0,
  "total_charge": -1
}



Copy entry 2 word for word.
{
  "formula": "C27H16Br6F3NO6Rh",
  "method": "wB97M-V/def2-TZVPD",
  "species": ["Rh", "Br", "C", "C", "C", "Br", "C", "C", "C", "C", "N", "C", "C", "O", "H", "H", "H", "H", "Br", "C", "C", "Br", "C", "Br", "C", "O", "C", "O", "C", "Br", "C", "C", "C", "C", "C", "C", "C", "O", "C", "C", "C", "H", "H", "H", "H", "H", "H", "H", "H", "H", "H", "H", "H", "F", "C", "F", "F", "C", "O", "O"],
  "positions_angstrom": [[-0.515, -0.100, 0.630], [3.090, -3.703, -0.866], [1.790, -3.807, 0.508], [1.818, -4.913, 1.361], [0.926, -5.035, 2.387], [1.008, -6.571, 3.510], [-0.042, -4.029, 2.613], [-1.003, -4.050, 3.648], [-1.898, -3.029, 3.772], [-1.839, -1.960, 2.862], [-0.954, -1.912, 1.900], [-0.056, -2.916, 1.745], [0.871, -2.761, 0.634], [0.809, -1.750, -0.134], [2.564, -5.680, 1.202], [-1.015, -4.883, 4.338], [-2.643, -3.028, 4.555], [-2.531, -1.129, 2.922], [-6.817, 3.181, 2.005], [-4.992, 2.716, 1.971], [-4.043, 3.550, 2.649], [-4.651, 5.072, 3.578], [-2.710, 3.248, 2.629], [-1.394, 4.281, 3.478], [-2.225, 2.091, 1.929], [-1.015, 1.774, 1.871], [-3.201, 1.227, 1.254], [-2.774, 0.202, 0.670], [-4.584, 1.599, 1.297], [-5.757, 0.447, 0.388], [3.217, 3.293, -3.731], [2.182, 2.241, -3.449], [2.423, 0.903, -3.737], [1.485, -0.077, -3.452], [1.816, -1.516, -3.753], [0.288, 0.298, -2.824], [-0.675, -0.764, -2.493], [-1.361, -0.795, -1.491], [0.019, 1.637, -2.531], [-1.256, 2.096, -1.878], [0.970, 2.588, -2.870], [4.045, 2.888, -4.312], [3.621, 3.686, -2.797], [2.789, 4.131, -4.282], [3.367, 0.615, -4.184], [2.806, -1.581, -4.201], [1.107, -1.967, -4.451], [1.818, -2.116, -2.844], [-0.771, -1.585, -3.222], [-2.097, 1.428, -2.064], [-1.508, 3.095, -2.237], [-1.121, 2.169, -0.793], [0.766, 3.628, -2.645], [3.724, 1.320, 2.679], [3.408, 1.261, 1.380], [4.251, 0.382, 0.809], [3.687, 2.463, 0.858], [1.942, 0.830, 1.137], [1.418, 1.229, 0.080], [1.424, 0.088, 1.992]],
  "lowdin_spin": [2.550, 0.000, 0.001, 0.001, -0.001, 0.001, 0.002, -0.005, 0.003, 0.001, 0.071, 0.007, 0.008, 0.082, 0.000, 0.000, 0.001, 0.001, 0.020, 0.091, 0.079, 0.017, 0.053, 0.008, 0.109, 0.279, 0.114, 0.275, 0.045, 0.005, 0.000, 0.000, 0.000, 0.000, 0.001, 0.001, 0.007, 0.039, 0.001, 0.001, 0.000, 0.000, 0.000, 0.000, 0.000, 0.000, 0.000, 0.000, 0.002, 0.000, 0.000, 0.001, 0.000, 0.001, 0.003, 0.001, 0.001, 0.008, 0.048, 0.069],
  "e_homo_ev": [-4.95, -4.90],
  "multiplicity": 5,
  "homo_lumo_gap_ev": [6.94, 5.52],
  "relative_energy_kcal_mol": 0.0,
  "total_charge": -1
}



Q: What is the formula in the first record?
A: C29H44B3O4P